102
Properties=species:S:1:pos:R:3:lowdin_charge:R:1 method="wB97M-V/def2-TZVPD" e_homo_ha=-0.3175 fmax_ev_per_a=0.65
C -7.6377 -2.4525 -10.8377 -0.118
C -7.5890 -2.0328 -9.3677 -0.271
C -8.3317 -3.0138 -8.4372 -0.230
C -7.5009 -3.5067 -7.2549 -0.200
C -7.2078 -2.4984 -6.1054 -0.201
C -7.7873 -1.0995 -6.2630 -0.219
C -7.6539 -0.2153 -5.0086 -0.210
C -6.3352 -0.3586 -4.2490 -0.235
C -6.0820 0.8152 -3.3035 -0.221
C -4.8481 0.6147 -2.4164 -0.213
C -4.8813 1.3940 -1.0969 -0.210
C -4.0561 0.7193 0.0083 -0.221
C -3.5932 1.6928 1.0872 -0.207
C -2.5917 2.7510 0.5799 -0.211
C -1.3979 2.9986 1.5005 -0.157
C -0.5408 1.8105 1.8464 -0.207
C 0.3190 1.8974 2.9674 0.018
C 1.1489 0.8975 3.3386 -0.174
C 2.0885 1.0370 4.5004 -0.142
C 3.5375 1.3428 4.0354 -0.195
C 4.0301 2.7074 4.5055 -0.215
C 5.3905 3.1084 3.9109 -0.211
C 6.5303 3.1156 4.9259 -0.226
C 7.8124 3.7237 4.3705 -0.224
C 8.9936 3.6074 5.3383 -0.211
C 9.7254 2.2698 5.2128 -0.184
C 10.7374 2.2717 4.0809 -0.239
O 11.0120 0.9401 3.6562 -0.193
C 12.3698 0.5752 3.7320 -0.122
C 1.1451 -0.2937 2.5797 -0.153
N 1.9643 -1.3196 2.9370 0.203
C 1.9172 -2.3971 2.2110 -0.260
C 2.7938 -3.5563 2.5955 -0.121
C 1.9931 -4.6793 3.3002 -0.103
C 1.4722 -5.7181 2.3374 -0.550
N 2.3941 -6.6612 1.9070 0.145
O 0.3094 -5.7546 1.9846 0.059
C 1.0553 -2.4923 1.0797 -0.063
N 0.2739 -1.5299 0.7038 0.148
C 0.2993 -0.3974 1.4598 -0.192
C -0.5322 0.6715 1.1101 0.026
H -6.9205 -3.2464 -11.0431 0.071
H -7.3987 -1.6098 -11.4872 0.065
H -8.6373 -2.7919 -11.1065 0.069
H -8.0498 -1.0471 -9.2836 0.096
H -6.5523 -1.9303 -9.0442 0.105
H -9.2813 -2.5867 -8.1145 0.101
H -8.5950 -3.8960 -9.0278 0.101
H -6.5436 -3.8355 -7.6670 0.104
H -7.9615 -4.3952 -6.8230 0.100
H -7.6077 -2.9194 -5.1788 0.109
H -6.1292 -2.4445 -5.9635 0.100
H -7.3200 -0.5784 -7.1008 0.101
H -8.8492 -1.1786 -6.4993 0.106
H -7.7426 0.8301 -5.3128 0.108
H -8.4915 -0.4343 -4.3423 0.112
H -6.3370 -1.2799 -3.6649 0.111
H -5.5169 -0.4106 -4.9732 0.118
H -6.9655 0.9454 -2.6725 0.110
H -5.9562 1.7189 -3.9029 0.114
H -3.9684 0.9290 -2.9832 0.115
H -4.7144 -0.4509 -2.2125 0.108
H -4.4728 2.3913 -1.2715 0.105
H -5.9145 1.5035 -0.7635 0.109
H -3.2044 0.2125 -0.4526 0.099
H -4.6656 -0.0648 0.4639 0.115
H -3.1504 1.1489 1.9222 0.107
H -4.4841 2.1968 1.4700 0.111
H -3.1165 3.7054 0.5010 0.108
H -2.2642 2.5231 -0.4375 0.111
H -0.7433 3.7300 1.0165 0.124
H -1.7577 3.4667 2.4187 0.119
H 0.3194 2.8014 3.5656 0.124
H 2.1014 0.0909 5.0374 0.105
H 1.7350 1.8292 5.1581 0.110
H 3.5811 1.2986 2.9473 0.112
H 4.2076 0.5750 4.4260 0.112
H 3.2855 3.4624 4.2373 0.108
H 4.0828 2.7152 5.5969 0.110
H 5.6522 2.4430 3.0857 0.111
H 5.3146 4.1111 3.4814 0.109
H 6.2340 3.6730 5.8167 0.115
H 6.7449 2.0834 5.2221 0.115
H 8.0735 3.2422 3.4232 0.111
H 7.6442 4.7777 4.1331 0.112
H 8.6455 3.7331 6.3651 0.108
H 9.6995 4.4207 5.1501 0.109
H 10.2378 2.0216 6.1447 0.114
H 9.0148 1.4616 5.0294 0.112
H 11.6683 2.7481 4.3995 0.119
H 10.3509 2.8282 3.2221 0.120
H 12.4303 -0.5005 3.5806 0.085
H 12.9626 1.0742 2.9596 0.086
H 12.7917 0.7990 4.7166 0.086
H 3.2219 -3.9561 1.6719 0.111
H 3.5901 -3.1952 3.2376 0.113
H 2.5937 -5.1449 4.0808 0.116
H 1.1187 -4.2501 3.7868 0.124
H 3.3375 -6.3267 1.7695 0.092
H 2.0464 -7.1535 1.0942 0.104
H 1.0383 -3.4076 0.4975 0.117
H -1.1588 0.5592 0.2374 0.109

=====

163
Properties=species:S:1:pos:R:3:lowdin_charge:R:1 method="wB97M-V/def2-TZVPD" e_homo_ha=-0.3427 fmax_ev_per_a=6.87
N -6.2581 0.4578 0.3511 0.085
C -5.6668 -0.2647 -0.8112 -0.367
O -5.9481 0.1093 -2.0168 0.004
C -4.6271 -1.4856 -0.6702 -0.109
C -5.1629 -2.7448 0.1937 -0.125
C -4.9327 -4.1673 -0.5300 -0.039
C -3.6078 -4.6517 -0.7978 -0.058
C -2.2295 -3.9286 -0.4068 -0.088
C -1.5504 -4.6064 0.9203 -0.151
O -0.1424 -4.1998 1.0616 -0.101
C -0.0566 -2.7999 1.3772 -0.187
O 0.3220 -1.9850 0.4582 -0.008
C -3.4650 -6.0784 -1.5771 -0.229
O -2.3186 -6.6620 -1.6325 -0.005
C -4.6965 -6.7792 -2.3345 0.019
C -6.0448 -6.2995 -2.0733 0.036
C -6.1763 -5.1205 -0.9895 -0.211
O -7.3049 -4.9083 -0.3957 0.001
H -5.4792 1.0580 0.7128 0.084
H -6.5484 -0.2193 1.0771 0.077
H -4.2233 -1.8376 -1.7047 0.134
H -3.6892 -1.0740 -0.1070 0.115
H -4.7420 -2.7792 1.2823 0.112
H -6.3215 -2.6181 0.2866 0.121
H -1.4659 -4.0925 -1.2707 0.139
H -2.3135 -2.8040 -0.1876 0.100
H -2.1622 -4.3049 1.8477 0.123
H -1.5684 -5.7685 0.8365 0.144
H -0.3480 -2.3226 2.3863 0.154
H -4.5482 -7.6462 -3.0955 0.136
H -6.9607 -6.7741 -2.5831 0.132
C -1.7461 -0.7124 5.8643 -0.174
C -3.1546 -1.2255 6.1262 -0.156
O -3.9137 -0.8298 4.9817 -0.177
S -2.9468 -0.8362 3.6766 0.681
O -3.1372 -2.0830 2.9817 -0.262
O -3.0482 0.4427 3.0290 -0.268
O -1.5269 -0.9073 4.4650 -0.202
H -1.6710 0.3590 6.0749 0.141
H -0.9937 -1.2508 6.4482 0.067
H -3.5862 -0.8094 7.0373 0.142
H -3.1725 -2.3185 6.1818 0.135
C 2.1815 -4.0006 8.5319 -0.174
C 2.6061 -3.0024 9.5995 -0.172
O 1.6919 -1.9119 9.4714 -0.184
S 0.2520 -2.4832 8.9840 0.690
O -0.5852 -2.6387 10.1385 -0.215
O -0.1560 -1.7476 7.8179 -0.254
O 0.7522 -3.9548 8.5183 -0.181
H 2.5400 -3.7008 7.5462 0.104
H 2.5285 -5.0117 8.7513 0.145
H 3.6322 -2.6626 9.4661 0.117
H 2.4905 -3.4240 10.6029 0.137
C 2.8490 -0.7199 -1.8435 -0.158
C 3.1703 -2.0770 -1.2361 -0.166
O 3.9015 -2.7733 -2.2470 -0.182
S 4.7658 -1.7009 -3.1073 0.664
O 6.1063 -1.6837 -2.5887 -0.246
O 4.4711 -1.8913 -4.4969 -0.218
O 4.0086 -0.3576 -2.5950 -0.222
H 2.0026 -0.7868 -2.5329 0.139
H 2.6375 0.0332 -1.0826 0.139
H 2.2724 -2.6304 -0.9586 0.120
H 3.8193 -1.9745 -0.3608 0.137
C -2.3071 -4.3899 -6.8666 -0.170
C -1.8828 -4.8382 -5.4744 -0.173
O -2.9500 -4.4414 -4.6155 -0.204
S -4.3530 -4.5204 -5.4405 0.684
O -4.9885 -5.7745 -5.1344 -0.295
O -5.0213 -3.2573 -5.3196 -0.212
O -3.7137 -4.6286 -6.9309 -0.188
H -2.1371 -3.3180 -7.0046 0.133
H -1.7908 -4.9430 -7.6532 0.136
H -0.9438 -4.3817 -5.1584 0.136
H -1.7933 -5.9277 -5.4209 0.135
C -7.7310 -7.6113 -8.9120 -0.176
C -6.2840 -7.7559 -9.3630 -0.174
O -5.5014 -7.3538 -8.2390 -0.191
S -6.2920 -7.7476 -6.8738 0.687
O -5.7684 -8.9967 -6.3956 -0.226
O -6.3839 -6.5757 -6.0498 -0.263
O -7.7467 -8.0319 -7.5487 -0.191
H -8.0537 -6.5666 -8.9500 0.133
H -8.4115 -8.2227 -9.5073 0.135
H -6.0552 -7.1376 -10.2320 0.136
H -6.0430 -8.7998 -9.5860 0.132
C 5.4928 2.2774 -1.2333 -0.166
C 6.9730 2.6269 -1.1812 -0.161
O 7.1182 3.4516 -0.0242 -0.186
S 6.0380 2.9863 1.0966 0.651
O 6.6982 2.1110 2.0231 -0.232
O 5.2898 4.1385 1.5115 -0.244
O 5.1005 2.0823 0.1262 -0.198
H 4.9062 3.1059 -1.6412 0.138
H 5.3020 1.3764 -1.8180 0.112
H 7.3079 3.1541 -2.0752 0.141
H 7.5851 1.7313 -1.0368 0.136
C -3.2665 4.9325 2.0595 -0.171
C -4.6366 5.3573 2.5705 -0.164
O -5.2539 4.1516 3.0221 -0.190
S -4.1049 3.1500 3.5935 0.687
O -4.0546 3.2904 5.0224 -0.228
O -4.2387 1.8782 2.9407 -0.283
O -2.8218 3.9204 2.9638 -0.179
H -3.3372 4.4907 1.0615 0.128
H -2.5579 5.7619 2.0388 0.101
H -5.2402 5.8330 1.7966 0.138
H -4.5463 6.0323 3.4273 0.134
C 1.8167 5.8803 1.2060 -0.161
C 2.2511 6.8749 2.2727 -0.164
O 1.3577 7.9804 2.1347 -0.192
S -0.0896 7.4330 1.6382 0.656
O -0.9362 7.2950 2.7894 -0.225
O -0.4766 8.1697 0.4673 -0.241
O 0.3901 5.9506 1.1814 -0.187
H 2.1891 6.1717 0.2195 0.136
H 2.1447 4.8643 1.4315 0.136
H 3.2854 7.1967 2.1451 0.140
H 2.1213 6.4590 3.2765 0.136
C 9.4588 -3.8095 -2.6771 -0.168
C 9.0863 -2.5184 -1.9622 -0.183
O 9.9028 -2.4933 -0.7914 -0.193
S 11.3174 -3.2241 -1.1170 0.655
O 12.2844 -2.2114 -1.4331 -0.233
O 11.5440 -4.2350 -0.1258 -0.228
O 10.8693 -3.9462 -2.5018 -0.193
H 8.9725 -4.6723 -2.2124 0.135
H 9.2077 -3.7803 -3.7387 0.138
H 8.0301 -2.4804 -1.6960 0.104
H 9.3397 -1.6440 -2.5696 0.135
C 1.0695 11.8231 -1.5725 -0.168
C 1.3571 10.4611 -0.9569 -0.177
O 2.0764 9.7439 -1.9598 -0.197
S 2.9684 10.7933 -2.8229 0.654
O 4.3051 10.7826 -2.3006 -0.229
O 2.6736 10.6018 -4.2133 -0.232
O 2.2393 12.1557 -2.3202 -0.191
H 0.2249 11.7722 -2.2662 0.130
H 0.8713 12.5842 -0.8160 0.138
H 0.4467 9.9284 -0.6806 0.107
H 2.0038 10.5546 -0.0791 0.137
C -1.5550 7.7293 -3.9567 -0.167
C -2.9242 8.1598 -3.4489 -0.172
O -3.5472 6.9582 -2.9970 -0.187
S -2.4060 5.9538 -2.4228 0.657
O -2.3583 6.0967 -0.9951 -0.239
O -2.5489 4.6851 -3.0740 -0.216
O -1.1166 6.7171 -3.0507 -0.191
H -1.6254 7.2863 -4.9544 0.135
H -0.8434 8.5567 -3.9771 0.135
H -3.5246 8.6369 -4.2245 0.138
H -2.8329 8.8356 -2.5928 0.131
C 5.5423 -0.3049 5.8695 -0.162
C 4.1035 -0.6674 5.5295 -0.165
O 4.1067 -2.0859 5.3679 -0.188
S 5.2172 -2.7297 6.3640 0.684
O 4.5464 -3.1807 7.5533 -0.257
O 6.0841 -3.5708 5.5937 -0.207
O 6.0066 -1.3558 6.7185 -0.182
H 6.1683 -0.2897 4.9727 0.137
H 5.6158 0.6573 6.3789 0.140
H 3.7544 -0.1767 4.6201 0.139
H 3.4290 -0.4230 6.3561 0.133